Entry 1:
The following is a DFT calculation (ωB97M-V/def2-TZVPD) of a structure of composition C35H45BiGeINO5PS at a distorted geometry.

## Properties
Charge: +1
Spin multiplicity: 1
HOMO level, Eh: -0.4118
HOMO-LUMO gap, eV: 8.523
Relative energy (zero: lowest compared OMol25 entry of this formula, charge and spin), eV: 0.949

Each line ends with the Löwdin charge.
Atoms and positions in Å:
Bi -0.78 -0.55 -1.05  1.6566
I -2.68 -1.32 -3.93  0.7757
Ge -1.69 2.05 0.53  0.9738
S -3.63 -0.58 0.56  0.5545
P 1.95 -1.03 -0.57  1.0632
O -4.92 -0.05 0.28  -0.2307
O -0.19 -1.27 1.19  -0.2622
O -2.68 0.36 1.20  -0.4429
O -0.11 0.87 1.82  -0.0587
O -2.96 -1.10 -0.69  -0.5994
N -0.99 -2.87 -0.67  0.0178
C 0.87 4.50 0.86  -0.2726
C 2.26 -0.41 3.47  0.0033
C 2.72 -2.55 -1.22  -0.3570
C 0.49 3.97 -0.51  -0.2771
C -0.66 -1.41 -3.16  -0.8833
C 1.38 5.94 0.78  -0.0997
C 2.86 0.37 -1.33  -0.3667
C -4.75 -2.93 1.27  -0.0369
C 3.29 1.66 -3.32  -0.0622
C -3.86 4.77 -1.07  -0.2585
C 3.61 -4.98 -2.20  -0.0618
C 0.07 2.50 -0.49  -0.3275
C 3.90 -1.36 1.42  -0.0694
C -3.10 3.59 -1.68  -0.2635
C 0.36 -0.27 1.75  -0.6547
C -3.54 -6.02 3.09  -0.0398
C -3.15 2.32 -0.83  -0.2890
C 3.56 -0.78 3.74  -0.0474
C 4.06 2.54 -2.58  -0.0635
C -3.63 -4.61 2.59  -0.2620
C -3.72 -2.05 1.54  -0.2668
C 4.09 -3.80 -2.73  -0.0578
C 2.69 -4.95 -1.16  -0.0644
C 2.69 0.58 -2.70  -0.1199
C -2.64 -3.69 2.90  -0.0196
C 4.21 2.35 -1.22  -0.0600
C 3.65 -2.58 -2.25  -0.0700
C -2.68 -2.41 2.38  -0.0646
C 3.62 1.27 -0.59  -0.0742
C 4.38 -1.27 2.72  -0.0547
C 2.59 -1.00 1.15  -0.2894
C 2.25 -3.74 -0.67  -0.1209
C -4.71 -4.21 1.81  -0.0146
C 1.76 -0.55 2.18  -0.1315
C -3.20 5.38 0.16  -0.0993
H -1.82 -3.99 3.54  0.1217
H -4.87 4.44 -0.81  0.1109
H 1.64 3.86 1.30  0.1097
H 4.82 -3.82 -3.53  0.1122
H -4.17 -6.68 2.50  0.0811
H -3.94 5.55 -1.83  0.1093
H -1.88 -3.16 -1.07  0.0704
H -5.50 -4.91 1.60  0.1204
H -2.52 -6.38 3.05  0.0830
H -0.08 2.18 -1.53  0.0398
H -0.35 -2.44 -3.25  -0.0423
H 0.61 6.60 0.39  0.0720
H 3.74 1.13 0.47  0.1065
H 5.39 -1.58 2.95  0.1128
H 4.03 -1.66 -2.67  0.1013
H 2.10 -0.12 -3.28  0.0919
H -3.87 -6.07 4.13  0.0931
H 4.56 -1.70 0.63  0.1188
H 3.94 -5.93 -2.60  0.1117
H 1.61 -0.04 4.24  0.1258
H -0.24 -3.48 -1.01  0.0529
H 0.90 1.92 -0.07  0.0289
H -1.05 -2.92 0.34  0.0458
H -3.13 4.65 0.98  0.0503
H -2.07 3.88 -1.88  0.0842
H 3.17 1.81 -4.38  0.1119
H -1.87 2.66 1.91  0.0192
H 1.57 -3.69 0.17  0.1036
H 2.31 -5.87 -0.75  0.1115
H -4.10 2.26 -0.30  0.0669
H 2.24 6.00 0.11  0.0717
H 3.95 -0.69 4.74  0.1130
H 4.53 3.39 -3.06  0.1114
H -3.57 3.37 -2.65  0.1122
H -0.06 -0.80 -3.83  -0.0570
H 0.00 4.46 1.52  0.0940
H -1.91 -1.69 2.60  0.1003
H -0.32 4.58 -0.92  0.0839
H 1.68 6.30 1.76  0.0734
H -5.56 -2.61 0.64  0.1222
H 4.79 3.05 -0.63  0.1128
H -3.78 6.23 0.51  0.0773
H -3.12 1.44 -1.48  0.0356
H 1.35 4.07 -1.18  0.1120
H -2.19 5.72 -0.06  0.0612

=====

Entry 2:
The following is a DFT calculation (ωB97M-V/def2-TZVPD) of a cluster of 2 separate species, C4H12 in total at a distorted geometry.

## Properties
Charge: +1
Spin multiplicity: 2
HOMO level (spin up / spin down), Eh: -0.5467 / -0.5464
HOMO-LUMO gap (spin up / spin down), eV: 11.268 / 3.771
Relative energy (zero: lowest compared OMol25 entry of this formula, charge and spin), eV: 0.744

Each line ends with the natural charge from an NBO analysis.
Atoms and positions in Å:
C -1.27 1.73 -0.70  -0.4586
C 1.73 -2.33 0.14  -0.6082
C -1.55 1.46 0.82  -0.4986
C 1.32 -0.93 -0.34  -0.6005
H -1.26 0.56 1.35  0.2883
H -1.02 2.68 -1.15  0.3059
H 2.14 -0.31 -0.68  0.2230
H 1.04 -2.62 0.93  0.2050
H 0.78 -0.46 0.50  0.1635
H 2.73 -2.29 0.54  0.2236
H -2.62 1.64 1.01  0.2864
H -0.60 0.95 -1.07  0.2784
H -2.35 1.50 -0.92  0.3898
H -1.17 2.42 1.27  0.4010
H 0.48 -0.93 -1.06  0.1802
H 1.63 -3.08 -0.64  0.2208

=====

Entry 3:
The following is a DFT calculation (ωB97M-V/def2-TZVPD) of a structure of composition C57H63AsBClMnN7P at a distorted geometry.

## Properties
Charge: 0
Spin multiplicity: 6
HOMO level (spin up / spin down), Eh: -0.2161 / -0.2152
HOMO-LUMO gap (spin up / spin down), eV: 6.239 / 6.176

Each line ends with the Mulliken spin population.
Atoms and positions in Å:
As 1.13 0.42 1.84  0.0276
Mn -1.24 0.27 -1.13  4.5493
Cl -2.37 2.19 -2.85  0.0288
P -0.03 2.60 -0.85  0.1091
N -1.22 -1.80 -0.99  -0.0175
N -3.34 0.18 -0.34  0.0681
N 0.59 -0.48 0.31  -0.1444
N -3.99 -1.01 -0.39  0.0504
N -2.41 -0.74 -3.17  -0.0823
N -2.20 -2.69 -1.00  -0.0081
N -3.46 -1.53 -2.81  0.0761
C -5.99 -2.14 0.63  -0.0004
C -3.64 -1.23 -4.98  0.0079
C -4.21 -1.84 -3.88  0.0041
C 1.14 2.53 -2.27  -0.1008
C 4.90 1.61 3.29  0.0003
C -1.67 -0.17 2.81  -0.0616
C 2.33 3.48 0.47  -0.0039
C 3.00 4.04 1.55  -0.0001
C -1.53 6.41 -1.60  -0.0003
C 3.10 0.75 1.91  0.0017
C -2.51 -0.56 -4.48  0.0345
C 1.92 -4.72 -0.48  0.0060
C 2.06 -2.42 0.58  0.0096
C 2.66 1.34 4.34  0.0005
C -0.39 -3.15 4.73  0.0005
C 3.03 -2.11 3.58  0.0006
C -2.56 6.14 -2.49  0.0010
C -5.07 -0.98 0.41  0.0034
C 1.53 -2.05 3.70  -0.0032
C -1.02 4.05 -1.44  -0.0453
C 0.90 4.48 2.62  -0.0003
C 0.70 -1.10 3.09  0.0005
C -0.69 -1.18 3.35  0.0171
C 2.29 4.54 2.62  0.0013
C -4.02 0.97 0.49  0.0226
C -0.01 -2.53 -0.76  0.1451
C 3.55 0.47 -0.60  0.0001
C -2.82 4.83 -2.87  -0.0060
C -3.60 2.37 0.75  -0.0078
C -0.43 -3.94 -0.25  0.0083
C 1.30 1.32 -2.94  0.0876
C 1.79 -2.70 -2.73  0.0053
C -2.81 -5.07 -0.64  -0.0058
C 0.95 3.42 0.46  0.0198
C 5.78 1.60 2.22  0.0001
C 5.28 1.21 0.98  0.0001
C -1.51 0.22 -5.28  -0.0038
C 0.96 -1.76 0.09  0.0070
C 2.14 1.22 -4.03  0.0086
C -1.88 -3.91 -0.66  0.0348
C -2.05 3.81 -2.35  0.0142
C -5.13 0.28 0.99  0.0022
C -0.98 -4.24 5.59  0.0000
C 2.47 -3.77 0.30  0.0004
C 0.23 3.91 1.55  0.0073
C 0.55 -3.23 -2.03  -0.0149
C 1.83 3.65 -2.73  -0.0072
C 3.58 1.22 3.15  0.0015
C -5.45 -2.67 -3.82  0.0000
C -1.20 -2.19 4.14  -0.0005
C 7.22 2.01 2.36  -0.0001
C 2.84 2.33 -4.47  0.0015
C -0.77 5.37 -1.08  0.0022
C 3.96 0.80 0.81  -0.0040
C 0.62 -4.56 -1.21  0.0025
C 0.97 -3.05 4.50  -0.0009
C 2.68 3.55 -3.82  -0.0001
B -3.60 -2.12 -1.39  -0.0624
H 2.73 -1.84 1.20  0.0031
H 5.25 1.95 4.26  -0.0001
H -6.71 -1.89 1.39  0.0001
H 3.48 -2.02 4.57  -0.0001
H 3.44 -1.33 2.96  0.0002
H 2.90 3.09 -0.37  0.0001
H -1.31 7.43 -1.31  -0.0001
H 2.66 -2.71 -2.07  0.0000
H -0.20 -4.89 5.98  0.0000
H -6.15 -2.28 -3.09  0.0000
H 4.08 4.07 1.55  0.0000
H -2.52 2.47 0.60  0.0284
H -1.97 1.09 -5.74  0.0003
H -1.10 -0.41 -6.07  -0.0002
H 5.94 1.24 0.12  0.0000
H 3.93 -0.51 -0.90  0.0000
H -2.28 -2.23 4.31  0.0001
H -3.61 4.60 -3.58  0.0008
H 2.47 0.45 -0.71  0.0237
H -3.98 -1.27 -6.00  0.0006
H -4.10 3.05 0.06  0.0021
H -5.42 -3.02 0.95  0.0002
H -0.69 0.55 -4.64  0.0111
H 2.42 -5.67 -0.58  0.0002
H -3.85 2.67 1.76  0.0011
H -1.53 -3.81 6.42  0.0000
H -1.65 -0.15 1.72  0.0994
H 2.22 0.38 4.61  -0.0001
H 0.78 0.44 -2.56  0.0362
H 0.33 4.87 3.46  0.0000
H -1.43 0.84 3.17  0.0016
H 2.26 0.27 -4.54  0.0017
H -4.42 -2.98 -1.38  0.0002
H -3.15 6.95 -2.90  0.0000
H -1.67 -4.85 5.01  0.0000
H 2.02 -3.32 -3.60  -0.0003
H -2.69 -0.42 3.12  -0.0010
H -5.21 -3.70 -3.54  0.0000
H 7.89 1.18 2.10  0.0000
H -3.58 -4.97 0.13  0.0027
H -0.85 3.85 1.56  0.0036
H 0.34 -5.47 -1.74  -0.0023
H 0.02 5.60 -0.38  0.0001
H -0.30 -4.20 0.80  0.0021
H 3.33 -3.07 3.17  -0.0002
H -0.26 -3.29 -2.76  -0.0052
H 7.45 2.32 3.38  0.0000
H 1.62 -1.68 -3.07  -0.0007
H -5.92 -2.68 -4.80  0.0001
H 3.41 -4.05 0.79  -0.0002
H 3.22 4.42 -4.17  0.0000
H 7.45 2.84 1.69  0.0000
H -2.25 -5.98 -0.44  0.0000
H 1.83 2.01 4.09  -0.0002
H 2.81 4.98 3.47  0.0000
H 3.96 1.21 -1.30  -0.0003
H 3.19 1.73 5.20  0.0000
H 1.64 -3.78 4.95  0.0001
H -5.86 0.64 1.69  0.0002
H -6.52 -2.40 -0.29  0.0004
H -3.32 -5.18 -1.60  0.0026
H 3.50 2.26 -5.32  0.0000
H 1.70 4.61 -2.23  0.0002

=====

Entry 4:
The following is a DFT calculation (ωB97M-V/def2-TZVPD) of a structure of composition C9H17N3 at a distorted geometry.

## Properties
Charge: +2
Spin multiplicity: 1
HOMO level, Eh: -0.6807
HOMO-LUMO gap, eV: 9.106
Relative energy (zero: lowest compared OMol25 entry of this formula, charge and spin), eV: 2.583

Each line ends with the natural charge from an NBO analysis.
Atoms and positions in Å:
N -1.35 2.54 -0.40  -0.5311
N -0.76 1.40 1.70  -0.2978
N -0.11 0.71 -1.32  -0.5987
C 0.55 -2.18 -1.62  -0.6257
C -0.76 1.89 -1.40  0.4277
C 0.37 0.72 1.12  -0.2545
C 0.18 -0.02 -0.11  0.5189
C -1.44 2.19 1.03  0.2453
C 1.05 -2.15 0.85  -0.6096
C 1.55 1.68 1.09  -0.6005
C 0.36 -1.40 -0.29  -0.0058
C -1.29 -1.36 0.03  -0.5947
H 0.18 0.10 -2.18  0.4904
H 1.59 -2.00 -2.02  0.2752
H -1.89 -0.53 0.37  0.2826
H 2.13 -1.99 0.87  0.2639
H 0.90 -3.17 0.54  0.2470
H 0.24 -3.23 -1.53  0.2862
H -1.86 3.37 -0.62  0.4681
H 2.49 1.10 1.08  0.2625
H 1.34 2.35 0.31  0.2014
H -1.38 -2.02 0.90  0.2927
H -2.17 2.74 1.59  0.2484
H -0.83 2.45 -2.43  0.3035
H 0.45 0.08 2.04  0.2981
H 0.51 -2.04 1.71  0.2276
H 1.72 2.35 1.91  0.2888
H -1.72 -1.89 -0.80  0.2844
H -0.06 -1.72 -2.42  0.2059

=====

Number 1: electronic energy -139328.023 eV. Number 2: electronic energy -4330.488 eV. Number 3: electronic energy -185211.248 eV. Number 4: electronic energy -14058.733 eV.